# 1
14
Properties=species:S:1:pos:R:3:forces:R:3 method="wB97M-V/def2-TZVPD" e_tot_ha=-1139.78967 e_above_lowest_kcal_mol=119.8 gap_ev="6.162 / 6.239" multiplicity=1 homo_energy_ev="-8.14 / -8.07"
C 0.77017 -0.37102 -0.06823 -0.48 0.02 0.63
C -2.08476 -1.20519 -0.39675 1.25 3.17 0.15
C -0.89149 -1.43583 -1.38014 0.71 -0.96 1.60
O 1.87345 0.73408 1.89632 1.52 2.28 1.01
O 2.23846 3.32643 2.06032 -0.28 -0.25 2.32
O 0.28257 -0.51174 -1.27195 -0.75 1.37 0.20
S 1.68068 1.01919 0.33018 -0.98 -1.74 -2.49
S 2.55274 3.73903 0.70527 0.60 1.23 -2.24
H -2.82109 -1.97404 -0.39930 -0.11 -1.02 -0.08
H -1.61352 -1.06450 0.61929 -0.85 -0.23 -0.90
H -2.70415 -0.24368 -0.66222 1.44 -1.56 0.44
H -1.22790 -1.29538 -2.38566 0.20 -0.31 -0.66
H -0.35829 -2.39313 -1.14660 -1.13 0.36 -0.60
H 2.30313 1.67580 2.09948 -1.13 -2.37 0.62

***

# 2
132
Properties=species:S:1:pos:R:3:forces:R:3 method="wB97M-V/def2-TZVPD" e_tot_ha=-8209.02429 gap_ev=9.323 multiplicity=1 homo_energy_ev=-9.04
Br -19.30771 14.63510 -8.69956 0.34 1.03 -0.99
C -18.79955 16.13714 -9.92800 -0.19 0.24 -1.31
C -19.94920 17.16383 -10.02697 0.38 0.44 2.01
Br -19.47987 18.92646 -10.85003 -0.13 -1.25 -0.02
H -18.59111 15.81217 -10.94734 -0.52 -0.97 0.06
H -17.79170 16.48224 -9.69729 -0.50 0.48 1.02
H -20.20318 17.50187 -9.02231 0.18 -0.05 0.06
H -20.89851 16.74899 -10.36580 0.43 0.07 -0.83
C -33.45477 21.42494 -5.06318 0.04 0.18 1.43
C -32.15328 22.10162 -4.52084 -0.55 -0.01 -0.86
C -31.07381 21.02713 -4.15646 -2.08 2.15 -0.81
O -31.58842 20.42674 -3.01229 0.20 -1.16 -0.16
C -30.72246 19.34923 -2.70793 -0.21 0.09 0.19
N -31.68796 23.04097 -5.51288 1.08 0.44 -0.30
H -33.33099 21.01752 -6.06657 0.24 -0.36 0.18
H -34.30492 22.10428 -5.12514 0.27 0.57 -0.10
H -33.81252 20.71961 -4.31310 0.15 -0.65 -0.36
H -32.38830 22.73698 -3.66692 0.00 -0.47 0.40
H -30.06809 21.41948 -4.00584 0.05 0.33 0.07
H -31.06834 20.39219 -5.04242 0.26 -0.72 0.05
H -29.84182 19.81496 -2.26559 0.34 -0.60 0.28
H -30.45142 18.82214 -3.62271 0.17 -0.10 -0.08
H -31.22249 18.62308 -2.06701 0.10 0.31 0.29
H -31.53856 22.58811 -6.40322 -0.02 -0.01 -0.18
H -32.36604 23.77656 -5.65149 -0.03 0.00 -0.06
C -15.87851 25.66953 -0.39463 1.57 -0.81 -0.55
C -15.00183 24.69150 0.48685 -1.50 0.64 -2.36
C -13.57020 25.17618 0.60937 -0.10 0.12 0.31
O -12.93474 25.21586 -0.64116 0.71 0.43 -0.75
C -11.70913 25.96194 -0.66345 0.09 -0.54 -0.17
N -15.66296 24.49540 1.72815 -0.07 0.25 1.90
H -15.41319 25.73564 -1.37809 0.13 0.27 -0.10
H -15.90132 26.67120 0.03458 -0.27 -0.04 0.13
H -16.86039 25.24895 -0.61172 -0.16 0.12 0.52
H -15.07376 23.71643 0.00501 0.61 -0.04 -0.39
H -13.02572 24.53732 1.30470 0.15 -0.14 0.17
H -13.58675 26.18801 1.01437 -0.06 0.29 0.34
H -10.98100 25.57201 0.04780 -0.12 -0.02 0.41
H -11.80302 27.04024 -0.53480 -0.54 0.08 0.41
H -11.20736 25.86381 -1.62610 -0.49 -0.38 -0.24
H -16.65856 24.50739 1.55865 -0.21 -0.45 -0.10
H -15.56024 25.33687 2.27722 0.26 0.23 0.46
C -9.69994 23.98921 -8.70004 -0.82 0.44 1.15
C -10.34546 22.96200 -9.59564 2.83 0.44 -0.65
C -11.83325 22.80178 -9.30792 0.59 0.02 0.01
O -12.00545 22.11192 -8.04952 1.13 0.16 -1.14
C -13.16626 22.38755 -7.32380 -0.39 0.33 -0.33
N -9.94489 23.39812 -10.98907 -1.92 -1.07 -0.03
H -10.33345 24.87372 -8.76649 -0.08 0.29 0.42
H -8.71320 24.35787 -8.98028 0.13 -0.63 -0.11
H -9.68781 23.59467 -7.68402 0.09 0.42 0.25
H -9.81265 22.03545 -9.38186 -0.34 -0.42 -0.28
H -12.29118 22.27459 -10.14486 -0.31 -0.26 0.12
H -12.19490 23.83003 -9.30385 -0.66 0.09 0.37
H -13.22608 21.72384 -6.46124 0.22 -0.02 -0.11
H -14.04776 22.22502 -7.94400 -0.28 0.01 0.00
H -13.16263 23.42156 -6.97897 -0.12 0.18 0.13
H -9.06112 23.88477 -11.03621 -0.01 -0.12 0.48
H -10.64448 24.04568 -11.32274 -0.07 0.14 -0.27
C -25.33836 24.94376 1.79469 -0.06 0.14 1.57
C -24.06879 25.08589 2.65815 -0.36 0.92 -0.62
C -23.49304 26.50412 2.34131 0.10 -1.98 0.14
O -22.21442 26.61241 2.95363 -0.91 -0.16 0.28
C -21.77298 27.93821 3.08571 0.21 -0.10 -0.32
N -24.33850 24.97945 4.09969 0.22 -0.39 -0.60
H -25.10544 25.06110 0.73635 -0.31 -0.11 0.10
H -26.02820 25.69732 2.17462 -0.12 0.55 -0.55
H -25.90161 24.04690 2.05258 0.44 -0.43 -0.44
H -23.38543 24.29523 2.34837 0.32 0.12 0.25
H -24.25934 27.17987 2.72111 0.25 0.56 0.23
H -23.44805 26.60596 1.25703 0.34 0.35 -0.21
H -22.32402 28.53935 3.80896 -0.43 -0.11 0.10
H -21.87176 28.38613 2.09693 0.43 0.55 0.02
H -20.74610 27.89484 3.44868 0.06 0.10 -0.34
H -24.81770 25.82144 4.38520 -0.39 0.15 0.08
H -23.43410 25.06999 4.54009 0.21 -0.17 0.29
C -15.53099 14.80436 2.23128 -0.91 -0.71 -0.37
C -14.46598 15.61041 1.59591 -0.06 1.65 -1.38
C -15.06247 16.84034 0.81464 0.81 -0.44 0.47
O -15.78640 16.49704 -0.34170 -1.13 0.68 0.81
C -15.09748 16.00411 -1.43496 0.09 -1.25 -0.50
N -13.51162 15.97451 2.62410 0.36 0.52 0.04
H -16.19119 14.40600 1.46086 0.18 -0.49 -0.06
H -16.24103 15.37040 2.83421 0.42 0.27 0.50
H -15.00941 14.02954 2.79316 -0.57 -0.21 0.14
H -13.99535 15.02581 0.80544 0.44 -0.32 0.32
H -14.30761 17.56450 0.50825 0.63 -0.06 0.15
H -15.68475 17.37328 1.53356 -0.58 0.04 -0.31
H -14.75193 14.99000 -1.23424 0.20 -0.26 -0.03
H -14.22865 16.54871 -1.80463 0.02 0.63 0.30
H -15.82345 15.90692 -2.24219 0.05 0.20 -0.04
H -12.86728 16.68455 2.30665 0.39 -0.07 -0.41
H -13.99664 16.46654 3.36082 -0.35 -0.16 0.38
C -30.10023 14.60980 -9.27420 0.21 -0.06 0.73
C -28.83240 14.07468 -9.89836 0.55 -0.69 1.17
C -28.09293 13.10060 -8.94564 0.08 0.25 1.00
O -28.84147 11.93882 -8.52370 -0.16 0.34 0.35
C -28.22874 11.17677 -7.44251 0.29 0.50 -1.59
N -29.02126 13.34884 -11.11773 -0.44 0.04 -1.07
H -30.65996 13.71102 -9.01537 -0.70 0.41 0.03
H -30.63213 15.36187 -9.85693 -0.15 -0.49 -0.47
H -29.85649 15.15487 -8.36229 0.04 -0.20 0.33
H -28.13930 14.91123 -9.98724 0.28 -0.08 -0.54
H -27.82249 13.70144 -8.07734 -0.06 -0.02 0.51
H -27.13592 12.82662 -9.38969 -0.04 -0.35 -0.34
H -28.84127 10.33044 -7.13168 -0.50 0.41 -0.23
H -27.98058 11.79765 -6.58168 -0.01 0.12 -0.03
H -27.33721 10.72966 -7.88225 0.43 0.03 0.36
H -29.69649 12.62580 -10.91429 0.06 -0.57 0.11
H -29.53031 13.91308 -11.78300 0.11 0.35 -0.32
C -25.35388 12.82597 3.30970 -0.30 0.01 0.41
C -24.37578 11.68979 3.54702 1.06 0.42 -0.38
C -23.07119 11.88783 2.69082 -0.21 -0.29 -0.21
O -23.34895 12.03854 1.27936 -1.61 -0.39 1.13
C -22.39926 12.61176 0.44942 1.27 0.53 0.52
N -23.99233 11.54248 4.98698 -0.45 0.25 -0.31
H -24.84813 13.78297 3.43794 -0.01 0.15 -0.39
H -26.12990 12.81317 4.07502 -0.10 -0.16 0.17
H -25.89770 12.73934 2.36902 0.42 0.22 -0.19
H -24.85356 10.75353 3.25851 0.12 -0.10 -0.02
H -22.39723 11.04837 2.86160 -0.06 -0.39 -0.15
H -22.51253 12.73100 3.09710 -0.15 0.61 -0.16
H -21.55153 11.93959 0.31661 0.20 -0.11 -0.22
H -22.00931 13.53498 0.87803 0.20 0.22 0.29
H -22.76688 12.92905 -0.52643 -0.60 -0.55 0.10
H -23.40987 12.28476 5.34733 1.01 0.28 -0.73
H -24.80311 11.83641 5.51265 -0.78 -0.71 0.13
C -22.34684 19.40800 -3.35221 1.22 0.33 1.92
Cl -23.67550 18.66094 -4.10550 -0.98 -0.64 -0.93
Cl -21.59999 20.74314 -4.19966 0.04 0.45 -0.54
H -22.69001 19.79294 -2.39193 0.01 0.06 -0.16
H -21.53818 18.71149 -3.13074 -0.29 -0.20 -0.29

***

# 3
92
Properties=species:S:1:pos:R:3:forces:R:3 method="wB97M-V/def2-TZVPD" e_tot_ha=-2527.34410 gap_ev=7.898 multiplicity=1 homo_energy_ev=-7.60
C -0.73133 -4.15653 -2.64128 0.30 0.02 0.19
B -0.09516 -2.82398 -2.07405 -0.36 -0.03 -0.22
O -0.40293 -1.63486 -2.64816 0.50 0.19 0.03
C 0.89433 -2.92672 -0.81949 0.43 0.11 0.28
O 0.35900 -2.44952 0.45247 -0.46 -0.59 -0.01
C 1.33759 -2.80000 1.32186 0.12 0.62 0.33
O 1.14348 -3.28940 2.40084 0.09 0.46 -0.28
C 2.67033 -2.52359 0.63759 0.55 -1.38 -0.29
C 2.32274 -2.29232 -0.84304 -0.05 0.55 -0.85
N 2.18706 -0.93029 -1.30693 -1.56 0.16 1.32
C 2.32731 0.14902 -0.63570 0.74 -0.68 -0.16
C 3.62961 0.56957 0.03425 -0.29 -0.14 -0.01
C 1.18315 1.11223 -0.55039 0.16 0.83 -1.43
H -1.82074 -4.08410 -2.58562 -0.03 0.03 -0.03
H -0.47679 -4.31900 -3.69026 -0.01 0.01 -0.04
H -0.42671 -5.02496 -2.05714 -0.05 -0.11 -0.11
H -0.61361 -1.73733 -3.58546 -0.32 -0.16 0.08
H 1.09002 -3.99648 -0.65039 -0.17 -0.09 -0.17
H 3.20211 -3.48189 0.67873 0.12 0.08 0.15
H 3.29957 -1.81150 1.15543 -0.24 0.16 0.05
H 2.89008 -2.90164 -1.55147 0.39 0.09 0.20
H 3.54950 1.57768 0.43360 0.10 -0.07 0.22
H 4.38253 0.56174 -0.75538 0.04 0.07 0.04
H 3.97488 -0.13217 0.79058 0.03 0.16 0.13
H 1.49521 2.14611 -0.40213 0.03 -0.07 0.26
H 0.63145 1.08042 -1.49367 -0.12 -0.21 0.12
H 0.49790 0.81847 0.24359 0.17 -0.14 0.12
C -1.20157 0.97626 -8.36084 0.13 0.11 0.20
C -1.33581 -0.46626 -7.94464 -0.03 0.29 -0.03
C -2.52767 -0.79127 -7.07527 -0.07 -0.12 -0.13
O -2.05275 -1.94213 -6.34851 -0.05 0.08 0.03
C -0.71108 -1.84161 -6.26654 0.05 0.04 -0.07
O -0.02661 -2.52466 -5.56591 -0.04 0.08 0.12
O -0.25220 -0.86343 -7.07021 -0.04 -0.14 -0.09
H -0.17395 1.19313 -8.64923 -0.01 -0.06 -0.11
H -1.85623 1.18799 -9.20493 -0.02 -0.02 0.00
H -1.46371 1.64747 -7.54229 0.00 -0.02 0.02
H -1.30360 -1.11925 -8.82069 0.03 -0.06 0.04
H -3.42683 -1.03150 -7.63257 0.00 -0.15 0.07
H -2.74856 -0.00118 -6.35610 0.03 0.07 -0.06
C -1.85450 5.55683 3.30821 0.19 0.07 0.17
C -1.10275 4.78330 2.25448 -0.12 0.09 0.21
C -1.01545 3.28898 2.46775 -0.04 -0.14 -0.08
O 0.20282 2.96378 1.77028 -0.15 0.07 0.12
C 0.99225 4.05996 1.80187 0.04 0.03 0.01
O 2.13774 4.07575 1.48286 0.06 -0.02 -0.03
O 0.29900 5.13371 2.24741 -0.04 -0.06 -0.08
H -1.56298 6.60637 3.28427 -0.07 0.02 -0.11
H -2.92797 5.48566 3.13952 -0.01 -0.03 0.00
H -1.63842 5.17305 4.30456 0.01 -0.04 0.00
H -1.49910 5.01145 1.26072 0.06 -0.02 -0.03
H -1.85436 2.74030 2.04699 0.12 -0.07 -0.13
H -0.89042 3.01693 3.51628 -0.10 0.14 -0.13
C -4.92665 1.02694 -3.00229 0.17 -0.18 -0.08
C -5.82824 0.99014 -4.21080 0.14 -0.02 0.25
C -6.79863 -0.16808 -4.27796 -0.14 0.03 0.01
O -6.99698 -0.31011 -5.69354 0.01 -0.01 0.07
C -5.87993 0.13533 -6.30666 0.05 -0.01 0.04
O -5.62792 -0.01422 -7.45889 -0.02 0.00 -0.07
O -5.07290 0.76958 -5.42227 -0.11 0.05 -0.03
H -4.04813 1.63851 -3.20265 -0.06 0.11 0.01
H -5.45586 1.44525 -2.14712 -0.02 0.01 -0.01
H -4.57751 0.02769 -2.73915 0.00 -0.01 -0.03
H -6.35353 1.94216 -4.32472 -0.02 -0.01 -0.06
H -7.74518 0.02127 -3.77943 -0.08 0.01 -0.16
H -6.36325 -1.09505 -3.89904 0.06 0.04 0.06
C -0.35610 2.88240 9.22039 -0.13 0.21 0.03
C -0.82445 2.40439 7.86941 0.10 0.12 0.23
C -0.16270 3.05434 6.67480 0.09 -0.13 -0.09
O -1.18221 2.92647 5.66972 0.10 0.04 0.23
C -2.38322 2.89903 6.30628 -0.03 0.01 0.08
O -3.43079 2.99092 5.75664 -0.05 0.03 -0.08
O -2.20544 2.76145 7.63722 0.05 -0.08 -0.10
H -1.10311 2.65812 9.98008 0.03 -0.12 0.00
H 0.57834 2.39351 9.49257 0.00 -0.02 -0.02
H -0.19681 3.96138 9.22328 -0.02 0.00 -0.02
H -0.75536 1.31545 7.80499 -0.03 -0.01 -0.06
H 0.75039 2.55911 6.35501 -0.08 -0.06 -0.14
H 0.03339 4.11713 6.83225 0.00 -0.01 0.10
C 4.42761 -4.44655 3.38043 0.01 0.06 0.27
C 5.66418 -3.76264 2.85559 -0.22 -0.15 0.13
C 6.95142 -4.54987 2.95406 0.08 -0.01 -0.13
O 7.93457 -3.50871 3.02212 -0.03 -0.07 0.02
C 7.34071 -2.42185 3.57589 -0.08 0.01 0.02
O 7.91340 -1.45083 3.94339 0.05 0.05 0.02
O 5.99934 -2.60660 3.65047 0.07 0.00 -0.12
H 3.65413 -3.71541 3.61102 -0.06 -0.01 -0.16
H 4.03201 -5.14403 2.64265 0.00 0.01 -0.02
H 4.64156 -4.99864 4.29691 0.05 0.01 0.00
H 5.50134 -3.41655 1.83027 0.06 0.03 -0.01
H 7.13963 -5.19401 2.09907 0.12 0.10 -0.05
H 7.00704 -5.13603 3.87412 -0.10 -0.02 0.01